Record 1
{
  "formula": "C36H37N2O5SSiW",
  "method": "the ωB97M-V functional and the def2-TZVPD basis",
  "total_charge": 3,
  "lumo_ev": -11.19,
  "gap_ev": 5.04,
  "symbols": ["W", "C", "C", "C", "C", "C", "C", "C", "S", "O", "O", "N", "C", "C", "O", "O", "H", "H", "H", "H", "H", "H", "H", "H", "H", "C", "N", "C", "C", "C", "C", "C", "C", "C", "C", "H", "H", "H", "H", "H", "H", "H", "H", "H", "H", "H", "H", "H", "O", "Si", "C", "C", "C", "C", "C", "C", "C", "C", "C", "C", "C", "C", "C", "C", "C", "C", "C", "C", "H", "H", "H", "H", "H", "H", "H", "H", "H", "H", "H", "H", "H", "H", "H"],
  "coordinates": [[-0.18, 0.02, -0.47], [-4.94, -1.43, -7.33], [-4.11, -1.06, -6.16], [-4.25, -1.72, -4.94], [-3.48, -1.37, -3.85], [-2.55, -0.35, -3.98], [-2.38, 0.33, -5.18], [-3.17, -0.03, -6.26], [-1.60, 0.02, -2.54], [-2.37, 0.38, -1.33], [-0.82, -1.19, -2.02], [-0.39, 1.05, -2.48], [-0.74, 2.45, -2.23], [-0.39, 2.75, -0.76], [-0.77, 3.69, -0.13], [0.36, 1.79, -0.22], [-5.57, -2.30, -7.12], [-4.32, -1.65, -8.20], [-5.59, -0.60, -7.61], [-4.98, -2.51, -4.84], [-3.58, -1.87, -2.90], [-1.65, 1.12, -5.28], [-3.06, 0.49, -7.20], [-1.81, 2.65, -2.37], [-0.18, 3.12, -2.90], [0.08, 1.93, 3.09], [-1.21, 2.60, 3.35], [-1.71, 2.29, 4.71], [-2.21, 2.28, 2.27], [-2.41, 0.79, 2.05], [-3.43, 0.17, 2.78], [-3.71, -1.17, 2.62], [-2.96, -1.93, 1.74], [-1.94, -1.31, 1.01], [-1.63, 0.07, 1.13], [0.80, 2.21, 3.85], [0.47, 2.21, 2.11], [-0.06, 0.85, 3.11], [-1.06, 3.61, 3.30], [-1.82, 1.21, 4.82], [-2.66, 2.77, 4.89], [-1.00, 2.63, 5.46], [-1.86, 2.77, 1.35], [-3.16, 2.72, 2.56], [-4.02, 0.75, 3.47], [-4.51, -1.63, 3.18], [-3.16, -2.98, 1.63], [-1.34, -1.96, 0.30], [0.85, -0.61, 0.82], [2.50, -0.72, 1.14], [2.80, -2.56, 0.89], [3.90, -3.26, 1.40], [4.05, -4.62, 1.17], [3.11, -5.30, 0.42], [2.00, -4.63, -0.09], [1.85, -3.27, 0.14], [2.88, 0.20, 2.75], [2.94, -0.48, 3.97], [3.29, 0.17, 5.13], [3.61, 1.52, 5.10], [3.53, 2.22, 3.91], [3.17, 1.57, 2.74], [2.91, 0.30, -0.44], [3.89, 1.27, -0.57], [4.07, 1.97, -1.76], [3.30, 1.66, -2.87], [2.34, 0.66, -2.78], [2.11, 0.01, -1.57], [4.64, -2.73, 1.97], [4.91, -5.14, 1.57], [3.23, -6.36, 0.23], [1.27, -5.17, -0.67], [0.96, -2.73, -0.25], [2.71, -1.54, 3.99], [3.32, -0.37, 6.07], [3.93, 2.03, 6.00], [3.77, 3.27, 3.88], [3.09, 2.12, 1.82], [4.54, 1.47, 0.27], [4.84, 2.73, -1.83], [3.46, 2.17, -3.80], [1.80, 0.36, -3.67], [1.46, -0.90, -1.58]],
  "lowdin_charge": [1.93, -0.01, -0.21, 0.02, -0.03, -0.29, -0.03, 0.02, 0.76, -0.31, -0.38, -0.26, -0.09, -0.51, 0.17, -0.16, 0.09, 0.11, 0.11, 0.14, 0.13, 0.12, 0.14, 0.15, 0.15, 0.00, -0.15, 0.02, -0.06, -0.20, -0.01, -0.01, -0.02, -0.12, -0.19, 0.11, 0.09, 0.11, 0.20, 0.11, 0.12, 0.12, 0.11, 0.15, 0.13, 0.13, 0.13, 0.11, -0.40, 0.71, -0.22, -0.07, -0.04, -0.04, -0.06, -0.11, -0.24, -0.08, -0.04, -0.04, -0.07, -0.13, -0.20, -0.05, 0.00, -0.02, -0.05, -0.21, 0.11, 0.12, 0.12, 0.11, 0.07, 0.11, 0.12, 0.12, 0.12, 0.09, 0.11, 0.13, 0.13, 0.12, 0.08]
}

Record 2
{
  "formula": "C18H17ClN2O12PtSSe",
  "method": "the ωB97M-V functional and the def2-TZVPD basis",
  "total_charge": -2,
  "lumo_ev": 4.23,
  "gap_ev": 7.44,
  "symbols": ["Pt", "O", "C", "N", "S", "O", "O", "C", "C", "C", "C", "C", "C", "H", "H", "H", "H", "O", "Se", "O", "O", "O", "N", "C", "C", "O", "O", "H", "H", "H", "H", "H", "C", "C", "C", "C", "Cl", "C", "C", "C", "O", "C", "C", "O", "O", "H", "H", "H", "H", "H", "H", "H", "H"],
  "coordinates": [[-0.64, -0.64, 0.84], [-1.15, 0.90, -0.47], [-0.42, 0.91, -1.50], [0.64, 0.16, -1.72], [1.32, 0.54, -3.15], [2.61, 1.17, -2.97], [1.26, -0.55, -4.09], [0.14, 1.79, -3.62], [0.04, 2.57, -4.75], [-1.02, 3.47, -4.81], [-1.94, 3.57, -3.76], [-1.82, 2.77, -2.63], [-0.77, 1.87, -2.59], [0.75, 2.49, -5.56], [-1.14, 4.11, -5.68], [-2.75, 4.28, -3.83], [-2.52, 2.83, -1.81], [-3.67, -0.54, 2.05], [-2.77, 0.46, 2.96], [-3.29, 1.99, 2.91], [-1.15, 0.51, 2.30], [-2.56, -0.06, 4.47], [-4.99, -1.63, -0.95], [-3.72, -2.18, -0.48], [-2.57, -1.81, -1.38], [-2.87, -0.89, -2.31], [-1.46, -2.26, -1.25], [-5.54, -1.30, -0.17], [-5.53, -2.32, -1.46], [-3.82, -0.68, -2.15], [-3.71, -3.25, -0.31], [-3.46, -1.70, 0.48], [2.59, 1.49, 1.15], [3.35, 0.26, 1.57], [4.59, -0.05, 1.05], [5.25, -1.20, 1.44], [6.84, -1.56, 0.78], [4.68, -2.08, 2.34], [3.43, -1.79, 2.87], [2.77, -0.61, 2.51], [1.58, -0.22, 3.00], [0.83, -1.13, 3.80], [0.42, -2.41, 3.04], [0.63, -3.49, 3.58], [-0.14, -2.28, 1.89], [3.04, 1.93, 0.25], [2.57, 2.23, 1.95], [1.56, 1.23, 0.93], [5.04, 0.60, 0.31], [5.19, -2.99, 2.61], [2.95, -2.50, 3.53], [-0.06, -0.59, 4.09], [1.41, -1.43, 4.68]],
  "nbo_charge": [1.06, -0.65, 0.61, -0.83, 2.30, -0.96, -0.95, -0.31, -0.20, -0.22, -0.22, -0.18, -0.04, 0.22, 0.20, 0.20, 0.24, -1.13, 2.76, -1.08, -0.99, -1.09, -0.87, -0.40, 0.80, -0.69, -0.62, 0.39, 0.35, 0.51, 0.20, 0.33, -0.63, -0.02, -0.22, -0.06, -0.06, -0.25, -0.25, 0.31, -0.48, -0.20, 0.76, -0.68, -0.73, 0.21, 0.21, 0.25, 0.22, 0.21, 0.24, 0.27, 0.17]
}

Record 3
{
  "formula": "C29H37IrN4O2PS2",
  "method": "the ωB97M-V functional and the def2-TZVPD basis",
  "total_charge": 2,
  "lumo_ev": [-7.61, -7.63],
  "s2": 0.7711,
  "multiplicity": 2,
  "gap_ev": [5.11, 4.78],
  "symbols": ["Ir", "C", "C", "N", "N", "C", "N", "S", "C", "C", "C", "C", "C", "N", "H", "H", "H", "H", "H", "H", "H", "H", "H", "H", "O", "C", "O", "C", "C", "C", "C", "C", "C", "S", "H", "H", "H", "H", "C", "C", "C", "C", "P", "C", "C", "C", "C", "C", "C", "C", "C", "C", "C", "H", "H", "H", "H", "H", "H", "H", "H", "H", "H", "H", "H", "H", "H", "H", "H", "H", "H", "H", "H", "H", "H", "H"],
  "coordinates": [[-1.06, -0.10, -0.34], [-2.93, 3.50, 1.09], [-2.21, 2.44, 0.32], [-2.04, 1.24, 0.78], [-2.94, 0.77, 1.72], [-3.08, -0.56, 1.90], [-3.88, -0.99, 2.86], [-2.22, -1.68, 0.95], [-1.71, 2.65, -1.04], [-1.76, 3.85, -1.71], [-1.41, 3.91, -3.06], [-1.02, 2.75, -3.70], [-0.96, 1.57, -2.96], [-1.27, 1.53, -1.67], [-2.82, 3.36, 2.16], [-4.00, 3.52, 0.84], [-2.52, 4.48, 0.86], [-3.50, 1.44, 2.23], [-4.48, -0.37, 3.39], [-4.03, -1.98, 2.97], [-2.09, 4.74, -1.19], [-1.46, 4.84, -3.60], [-0.75, 2.75, -4.75], [-0.63, 0.65, -3.42], [1.16, -0.83, -2.96], [0.14, -1.48, -2.83], [-0.61, -1.46, -1.73], [-0.41, -2.35, -3.90], [0.37, -2.60, -5.02], [-0.12, -3.35, -6.07], [-1.43, -3.82, -6.01], [-2.22, -3.58, -4.91], [-1.73, -2.86, -3.83], [-2.76, -2.61, -2.43], [1.38, -2.20, -5.05], [0.50, -3.55, -6.93], [-1.83, -4.39, -6.84], [-3.24, -3.96, -4.87], [3.03, -2.06, 2.04], [1.86, -1.92, 1.06], [0.77, -2.95, 1.42], [2.34, -2.15, -0.37], [1.03, -0.24, 1.17], [0.80, 0.09, 2.94], [1.93, 0.27, 3.76], [1.77, 0.56, 5.11], [0.51, 0.70, 5.66], [-0.61, 0.52, 4.86], [-0.45, 0.21, 3.52], [2.07, 1.22, 0.54], [3.56, 1.11, 0.90], [1.97, 1.31, -0.98], [1.45, 2.47, 1.18], [3.51, -3.01, 1.82], [2.71, -2.08, 3.07], [3.78, -1.28, 1.91], [1.22, -3.94, 1.47], [-0.01, -2.97, 0.67], [0.33, -2.73, 2.40], [2.58, -3.20, -0.51], [3.24, -1.57, -0.59], [1.58, -1.88, -1.09], [2.92, 0.20, 3.36], [2.65, 0.67, 5.73], [0.40, 0.96, 6.71], [-1.60, 0.61, 5.29], [-1.31, 0.05, 2.91], [4.02, 0.24, 0.44], [3.75, 1.11, 1.96], [4.06, 1.99, 0.49], [2.52, 0.52, -1.48], [2.36, 2.27, -1.31], [0.94, 1.24, -1.31], [1.62, 2.51, 2.25], [0.37, 2.50, 1.01], [1.90, 3.36, 0.73]],
  "lowdin_charge": [1.06, 0.02, -0.23, -0.12, 0.01, -0.76, 0.17, 0.78, -0.21, 0.04, 0.01, 0.02, -0.05, -0.04, 0.10, 0.12, 0.10, 0.16, 0.14, 0.13, 0.13, 0.13, 0.13, 0.12, 0.06, -0.60, -0.42, -0.15, 0.00, -0.03, -0.04, -0.09, -0.57, 0.79, 0.13, 0.12, 0.12, 0.11, -0.06, -0.65, -0.11, -0.06, 1.19, -0.33, -0.09, -0.03, -0.04, -0.05, -0.10, -0.64, -0.06, -0.09, -0.07, 0.11, 0.09, 0.07, 0.11, 0.02, 0.08, 0.11, 0.09, 0.03, 0.08, 0.12, 0.12, 0.11, 0.02, 0.08, 0.07, 0.11, 0.08, 0.11, 0.01, 0.08, 0.05, 0.10]
}

Record 4
{
  "formula": "H8O4",
  "method": "the ωB97M-V functional and the def2-TZVPD basis",
  "lumo_ev": 0.59,
  "gap_ev": 11.28,
  "symbols": ["O", "H", "H", "O", "H", "H", "O", "H", "H", "O", "H", "H"],
  "coordinates": [[-2.59, -0.05, -0.05], [-2.09, 0.64, 0.42], [-3.52, 0.16, -0.07], [2.59, 0.10, 0.26], [3.10, 0.30, -0.55], [3.06, -0.57, 0.75], [0.04, -0.75, -1.39], [0.27, 0.15, -1.12], [-0.92, -0.72, -1.32], [-0.22, 0.62, 1.07], [-0.39, -0.32, 1.31], [0.68, 0.44, 0.70]],
  "nbo_charge": [-0.98, 0.50, 0.48, -0.96, 0.49, 0.49, -0.95, 0.46, 0.49, -0.98, 0.48, 0.50]
}

Record 5
{
  "formula": "C19H31As2CrGe",
  "method": "the ωB97M-V functional and the def2-TZVPD basis",
  "lumo_ev": [0.57, 0.58],
  "s2": 1.0155,
  "multiplicity": 2,
  "gap_ev": [7.77, 7.14],
  "symbols": ["Cr", "C", "C", "C", "C", "C", "H", "H", "H", "H", "H", "C", "As", "C", "C", "C", "C", "C", "C", "C", "As", "C", "C", "H", "H", "H", "H", "H", "H", "H", "H", "H", "H", "H", "H", "H", "H", "H", "H", "C", "Ge", "C", "C", "C", "H", "H", "H", "H", "H", "H", "H", "H", "H", "H"],
  "coordinates": [[0.06, -0.10, 0.25], [0.35, 1.21, 2.03], [0.85, -0.10, 2.26], [-0.25, -1.01, 2.20], [-1.43, -0.24, 1.95], [-1.05, 1.11, 1.85], [0.92, 2.13, 2.02], [1.87, -0.37, 2.44], [-0.20, -2.07, 2.36], [-2.43, -0.62, 1.85], [-1.72, 1.93, 1.63], [-1.45, 3.23, -1.21], [-1.00, 1.34, -1.39], [-0.19, 1.37, -3.16], [-2.72, 0.53, -1.86], [-3.80, 1.25, -2.37], [-4.98, 0.59, -2.70], [-5.09, -0.78, -2.53], [-4.02, -1.50, -2.02], [-2.83, -0.85, -1.67], [-1.28, -1.76, -0.88], [-0.61, -2.77, -2.40], [-2.14, -3.22, 0.10], [-1.91, 3.61, -2.12], [-0.52, 3.78, -1.03], [-2.11, 3.39, -0.37], [-0.86, 1.85, -3.89], [0.02, 0.35, -3.47], [0.75, 1.91, -3.10], [-3.74, 2.32, -2.52], [-5.82, 1.16, -3.09], [-6.01, -1.29, -2.79], [-4.12, -2.57, -1.89], [-1.42, -3.34, -2.86], [0.17, -3.43, -2.05], [-0.19, -2.08, -3.14], [-2.75, -3.84, -0.56], [-2.77, -2.81, 0.89], [-1.36, -3.83, 0.54], [3.59, 1.72, 0.51], [3.38, 0.06, -0.51], [4.25, 0.33, -2.26], [4.38, -1.35, 0.44], [1.54, -0.48, -0.79], [4.64, 1.93, 0.68], [3.09, 1.66, 1.48], [3.15, 2.56, -0.04], [5.30, 0.61, -2.14], [3.75, 1.13, -2.81], [4.20, -0.58, -2.85], [5.38, -1.01, 0.71], [4.47, -2.24, -0.18], [3.85, -1.63, 1.36], [1.48, -1.08, -1.72]],
  "nbo_charge": [-0.20, -0.31, -0.26, -0.30, -0.29, -0.25, 0.24, 0.24, 0.24, 0.23, 0.23, -0.95, 1.22, -0.93, -0.35, -0.21, -0.20, -0.22, -0.16, -0.36, 1.21, -0.94, -0.95, 0.22, 0.24, 0.23, 0.22, 0.23, 0.24, 0.21, 0.22, 0.22, 0.20, 0.22, 0.24, 0.23, 0.22, 0.24, 0.24, -1.08, 1.59, -1.08, -1.08, -0.85, 0.22, 0.22, 0.22, 0.22, 0.22, 0.22, 0.22, 0.22, 0.22, 0.17]
}

Record 6
{
  "formula": "C7H15N2",
  "method": "the ωB97M-V functional and the def2-TZVPD basis",
  "total_charge": 1,
  "lumo_ev": -2.93,
  "gap_ev": 9.62,
  "symbols": ["C", "C", "C", "C", "C", "C", "C", "N", "N", "H", "H", "H", "H", "H", "H", "H", "H", "H", "H", "H", "H", "H", "H", "H"],
  "coordinates": [[1.22, 1.13, -0.11], [1.53, 2.33, -0.50], [1.93, -0.01, 0.57], [1.80, -1.36, -0.13], [0.34, -1.83, 0.16], [-0.57, 0.26, -0.66], [-2.89, 0.53, 0.20], [-0.48, -1.17, -0.85], [-1.49, 0.47, 0.49], [0.78, 2.98, -0.86], [2.45, 2.87, 0.03], [2.95, 0.22, 0.77], [1.51, -0.15, 1.63], [1.98, -1.33, -1.15], [2.54, -2.00, 0.42], [0.36, -2.94, 0.05], [-0.11, -1.63, 1.15], [-0.97, 0.79, -1.63], [-3.24, 0.99, -0.81], [-3.51, -0.41, 0.07], [-3.58, 1.06, 0.94], [-0.19, -1.53, -1.79], [-1.27, -0.51, 0.96], [-1.08, 1.23, 1.05]],
  "nbo_charge": [0.08, -0.43, -0.48, -0.40, -0.22, 0.08, -0.50, -0.68, -0.58, 0.22, 0.25, 0.24, 0.21, 0.22, 0.23, 0.24, 0.17, 0.25, 0.25, 0.27, 0.26, 0.42, 0.47, 0.46]
}